{
  "formula": "C38H72O30",
  "method": "the ωB97M-V functional and the def2-TZVPD basis",
  "elements": ["C", "O", "H", "H", "H", "H", "C", "O", "H", "H", "H", "H", "C", "O", "H", "H", "H", "H", "C", "O", "H", "H", "H", "H", "C", "O", "H", "H", "H", "H", "C", "O", "H", "H", "H", "H", "C", "C", "C", "O", "C", "O", "O", "H", "H", "H", "H", "H", "H", "C", "C", "C", "O", "C", "O", "O", "H", "H", "H", "H", "H", "H", "C", "C", "C", "O", "C", "O", "O", "H", "H", "H", "H", "H", "H", "C", "C", "C", "O", "C", "O", "O", "H", "H", "H", "H", "H", "H", "C", "C", "C", "O", "C", "O", "O", "H", "H", "H", "H", "H", "H", "C", "C", "C", "O", "C", "O", "O", "H", "H", "H", "H", "H", "H", "C", "C", "C", "O", "C", "O", "O", "H", "H", "H", "H", "H", "H", "C", "C", "C", "O", "C", "O", "O", "H", "H", "H", "H", "H", "H"],
  "positions_angstrom": [[2.1047, 5.3452, 6.2215], [1.8414, 4.0558, 6.7993], [2.5545, 5.9987, 6.9690], [2.8515, 5.2283, 5.4362], [1.1700, 5.7755, 5.8621], [1.7392, 4.1305, 7.7510], [-1.5320, -3.9802, -6.3618], [-1.1969, -3.2483, -7.4996], [-2.3628, -4.6322, -6.6316], [-0.6484, -4.5585, -6.0920], [-1.8599, -3.3546, -5.5316], [-0.6730, -3.8070, -8.0783], [6.5567, 2.0919, 6.6109], [5.6003, 1.1845, 6.1797], [6.1653, 2.8346, 7.3061], [7.4077, 1.6208, 7.1027], [6.9320, 2.5169, 5.6800], [4.7862, 1.6579, 5.9934], [2.2209, 0.5258, -5.7656], [3.3024, -0.3222, -5.4951], [2.1438, 0.5344, -6.8528], [1.3856, -0.0172, -5.3233], [2.3855, 1.5398, -5.4013], [3.1289, -0.9795, -4.8172], [-1.0961, -3.3984, 6.6000], [-0.5143, -4.4134, 5.7025], [-2.1608, -3.3473, 6.3722], [-0.9232, -3.4630, 7.6742], [-0.6207, -2.4628, 6.3052], [-1.1546, -5.1269, 5.6531], [4.3562, -4.8344, 5.4928], [3.5881, -4.8165, 4.3052], [4.4771, -5.8652, 5.8257], [5.3258, -4.4227, 5.2126], [4.0617, -4.2003, 6.3291], [2.7575, -4.3765, 4.5005], [-2.0151, -6.9799, -1.0268], [-1.4882, -5.5188, -0.8330], [-0.7577, -5.3005, 0.5443], [0.1430, -4.2057, 0.1687], [0.4997, -4.3599, -1.0782], [1.4605, -3.7635, -1.6514], [-0.3550, -5.2104, -1.6540], [-2.8536, -7.2661, -0.3918], [-1.1709, -7.6680, -0.9827], [-2.3023, -7.0774, -2.0738], [-2.2748, -4.7751, -0.9609], [-0.3352, -6.2073, 0.9771], [-1.4943, -4.9485, 1.2666], [-7.2191, -3.6787, -4.0357], [-7.0875, -5.1895, -4.0222], [-8.1445, -5.8381, -3.0859], [-8.5424, -6.9319, -3.8401], [-8.1118, -6.8890, -5.1233], [-8.4014, -7.7030, -6.0243], [-7.4141, -5.7123, -5.2852], [-8.1883, -3.3356, -4.3975], [-6.4049, -3.1361, -4.5160], [-7.2141, -3.4331, -2.9738], [-6.0602, -5.5538, -4.0170], [-8.9149, -5.1139, -2.8209], [-7.5384, -6.1872, -2.2499], [-3.5823, 1.5259, -7.3791], [-4.9177, 1.6154, -7.9447], [-5.7355, 0.3291, -8.1160], [-6.8868, 0.6844, -7.4133], [-6.8195, 1.8526, -6.8133], [-7.7047, 2.4222, -6.1863], [-5.6675, 2.3114, -7.0172], [-3.3725, 1.0626, -6.4150], [-3.2667, 2.5687, -7.4131], [-2.9149, 1.1119, -8.1350], [-4.8376, 2.1565, -8.8875], [-5.3046, -0.6245, -7.8111], [-5.9056, 0.2881, -9.1919], [-6.8099, 0.4070, 7.3288], [-5.3310, 0.4867, 6.9042], [-4.8994, 1.9158, 6.6486], [-3.7211, 1.9975, 7.4334], [-3.6209, 1.0004, 8.3532], [-2.7466, 0.9422, 9.2787], [-4.6328, 0.1303, 8.0771], [-7.0571, 0.6629, 8.3591], [-7.2077, -0.5842, 7.1112], [-7.2600, 1.0682, 6.5883], [-5.0152, -0.1805, 6.1022], [-5.6781, 2.5937, 6.9981], [-4.5962, 2.0795, 5.6145], [1.5360, 8.3682, 0.9379], [0.1893, 8.6294, 1.5378], [-0.7581, 9.3315, 0.6074], [-2.0018, 8.7130, 0.8338], [-1.8240, 7.5684, 1.5341], [-2.6529, 6.6763, 1.8044], [-0.5989, 7.4776, 1.8365], [1.8988, 9.1325, 0.2506], [1.6351, 7.4559, 0.3496], [2.3272, 8.2648, 1.6804], [0.3709, 9.2080, 2.4435], [-0.4237, 9.1750, -0.4181], [-0.8829, 10.4090, 0.7147], [-0.3417, 1.0180, 2.6000], [-0.6542, 1.6408, 1.2586], [0.4152, 1.7073, 0.1818], [-0.2460, 1.2144, -0.9389], [-1.5109, 0.6807, -0.6306], [-2.4395, 0.3196, -1.4023], [-1.6427, 0.7371, 0.6738], [0.2298, 0.1004, 2.4601], [-1.3196, 0.8050, 3.0318], [0.1144, 1.6878, 3.3290], [-1.1618, 2.5924, 1.4159], [1.2300, 1.0705, 0.5265], [0.7086, 2.7565, 0.1478], [7.3683, 3.5677, -4.1553], [6.5327, 4.0698, -3.0843], [5.7085, 2.9742, -2.4438], [5.6200, 3.2897, -1.1173], [6.6826, 4.0712, -0.8576], [7.0122, 4.3812, 0.2472], [7.3780, 4.3057, -2.0264], [6.8377, 2.9422, -4.8731], [8.2923, 3.0377, -3.9243], [7.6669, 4.4908, -4.6521], [5.9288, 4.9309, -3.3703], [6.0603, 1.9456, -2.5225], [4.6840, 2.9837, -2.8157], [6.9171, -4.0327, -0.2334], [7.1568, -2.4908, -0.6291], [6.7107, -1.4503, 0.3819], [7.8308, -0.6742, 0.7306], [8.8581, -1.0912, -0.0815], [9.9418, -0.5855, -0.1716], [8.5310, -2.2784, -0.6845], [7.7799, -4.6151, -0.5566], [6.0221, -4.5120, -0.6300], [6.8617, -4.1169, 0.8520], [6.8148, -2.1617, -1.6103], [6.4472, -1.9375, 1.3206], [5.7362, -1.0379, 0.1205]],
  "de_lowest_kcal_mol": 175.7,
  "total_energy_ha": -3748.1104,
  "e_lumo_ev": -0.1,
  "e_homo_ev": -10.0630,
  "gap_ev": 9.93
}